[1]
Formula: C35H54N2O8SSi4TeW
Source: the OMol25 dataset
Level of theory: wB97M-V/def2-TZVPD

Each line ends with the Löwdin charge.
Cartesian coordinates (Å):
W1 -0.025 0.000 0.064  1.398
O1 5.802 -0.634 2.773  0.004
C1 5.623 0.550 3.147  -0.700
O2 6.240 1.334 3.846  0.026
C2 4.252 0.866 2.490  -0.042
C3 3.065 0.813 3.237  0.034
C4 1.850 0.719 2.606  -0.091
N1 1.715 0.675 1.268  -0.013
C5 2.864 0.773 0.545  -0.171
C6 4.111 0.865 1.090  0.086
C7 2.602 0.744 -0.919  -0.492
O3 3.386 1.042 -1.768  0.172
O4 1.342 0.362 -1.158  -0.276
H1 3.102 0.850 4.317  0.133
H2 0.923 0.728 3.168  0.125
H3 4.974 0.923 0.442  0.147
C8 -6.989 -1.355 0.899  -0.042
C9 -5.720 -0.556 0.792  -0.278
C10 -5.713 0.701 0.198  -0.031
C11 -4.560 1.466 0.142  -0.076
C12 -3.375 0.974 0.668  -0.371
C13 -3.365 -0.282 1.257  -0.094
C14 -4.527 -1.037 1.317  -0.020
S1 -1.902 2.028 0.776  0.996
C15 -2.546 2.564 2.480  -0.189
O5 -0.809 1.098 1.438  -0.612
H4 -7.669 -1.115 0.082  0.079
H5 -7.498 -1.129 1.838  0.087
H6 -6.780 -2.425 0.881  0.078
H7 -6.630 1.097 -0.224  0.118
H8 -4.598 2.457 -0.294  0.107
H9 -2.494 -0.635 1.781  0.093
H10 -4.503 -2.006 1.802  0.123
H11 -2.702 1.726 3.155  0.056
H12 -3.482 3.095 2.305  0.050
H13 -1.813 3.255 2.899  0.045
C16 -3.332 -6.486 -3.069  -0.208
Si1 -2.402 -5.312 -1.907  0.361
C17 -3.453 -5.060 -0.347  -0.210
C18 -0.769 -6.137 -1.407  -0.211
Si2 -1.922 -3.277 -2.983  0.121
Te1 -1.007 -1.679 -1.346  0.917
Si3 -3.859 -2.410 -4.011  0.362
C19 -3.645 -0.656 -4.704  -0.201
C20 -5.277 -2.313 -2.758  -0.212
C21 -4.436 -3.528 -5.432  -0.206
Si4 -0.266 -3.571 -4.645  0.366
C22 -0.726 -5.003 -5.795  -0.204
C23 1.414 -3.892 -3.835  -0.206
C24 -0.120 -1.987 -5.677  -0.204
H14 -3.337 -7.504 -2.677  0.036
H15 -2.860 -6.504 -4.054  0.013
H16 -4.368 -6.169 -3.200  0.022
H17 -3.498 -5.958 0.269  0.033
H18 -4.474 -4.774 -0.610  0.017
H19 -3.023 -4.254 0.254  0.013
H20 -0.914 -6.971 -0.720  0.033
H21 -0.120 -5.404 -0.920  0.024
H22 -0.244 -6.511 -2.289  0.021
H23 -3.312 0.019 -3.912  -0.003
H24 -4.582 -0.266 -5.106  0.037
H25 -2.899 -0.629 -5.501  0.016
H26 -4.917 -1.836 -1.846  0.011
H27 -5.640 -3.309 -2.497  0.023
H28 -6.118 -1.731 -3.137  0.035
H29 -3.792 -3.425 -6.308  0.023
H30 -5.454 -3.277 -5.732  0.035
H31 -4.420 -4.578 -5.131  0.010
H32 -0.618 -5.965 -5.290  0.023
H33 -0.097 -5.018 -6.686  0.035
H34 -1.766 -4.913 -6.117  0.012
H35 1.435 -4.864 -3.338  0.019
H36 1.594 -3.130 -3.071  0.014
H37 2.241 -3.855 -4.545  0.035
H38 -1.031 -1.810 -6.254  0.015
H39 0.718 -2.023 -6.374  0.036
H40 0.030 -1.128 -5.017  0.018
O6 1.777 -1.932 0.016  -0.091
C25 2.431 -2.466 1.101  -0.229
C26 3.688 -3.014 0.928  0.008
C27 4.343 -3.559 2.016  -0.049
C28 3.753 -3.566 3.274  -0.063
C29 2.502 -3.017 3.448  -0.001
C30 1.815 -2.468 2.364  -0.079
C31 0.470 -1.891 2.599  -0.487
O7 -0.127 -1.924 3.639  0.134
O8 -0.108 -1.328 1.499  -0.344
H41 0.909 -1.645 0.421  -0.101
H42 4.139 -3.000 -0.056  0.127
H43 5.341 -3.954 1.893  0.115
H44 4.286 -3.981 4.117  0.109
H45 2.027 -2.988 4.420  0.124
C32 -2.492 2.754 -2.262  -0.049
C33 -1.087 2.196 -1.989  -0.662
C34 -0.111 3.341 -1.654  -0.026
C35 -0.595 1.493 -3.263  -0.059
N2 -1.125 1.260 -0.861  -0.382
H46 -2.481 3.378 -3.154  0.094
H47 -2.843 3.352 -1.419  0.060
H48 -3.186 1.926 -2.414  0.075
H49 0.109 3.934 -2.541  0.094
H50 0.826 2.925 -1.282  0.076
H51 -0.524 3.996 -0.886  0.075
H52 -0.558 2.210 -4.083  0.095
H53 -1.274 0.686 -3.545  0.038
H54 0.401 1.081 -3.118  0.070

## Properties
HOMO energy, eV: -7.89
Maximum force, eV/A: 5.697
Orbital gap, hartree: 0.2109
Total energy, eV: -107996.5496

=====

[2]
Formula: C35H55AsCl2N5O4Pb
Source: the OMol25 dataset
Level of theory: wB97M-V/def2-TZVPD

Each line ends with the Löwdin charge.
Cartesian coordinates (Å):
Pb1 -0.399 0.958 0.214  1.488
C1 -1.366 2.137 4.666  -0.024
C2 -0.878 1.489 3.376  -0.339
C3 -1.426 0.033 3.242  -0.067
C4 -0.458 -1.189 3.360  -0.480
C5 0.526 -1.043 4.508  -0.005
C6 -1.294 -2.456 3.484  -0.013
N1 0.325 -1.298 2.059  0.024
C7 1.207 -2.437 1.672  -0.105
C8 1.715 -2.182 0.232  -0.121
N2 2.352 0.142 -0.382  -0.114
C9 3.205 1.103 0.295  -0.092
C10 2.675 1.597 1.637  -0.721
O1 3.250 2.523 2.178  0.071
O2 1.561 1.083 2.027  -0.219
C11 2.200 0.459 -1.830  -0.318
C12 1.474 -0.674 -2.551  -0.097
C13 1.313 1.732 -2.172  -0.128
C14 1.154 3.154 -1.527  -0.540
C15 -0.029 3.788 -2.261  -0.030
C16 2.386 4.038 -1.690  -0.006
N3 0.778 3.013 -0.085  -0.091
C17 -0.005 4.028 0.657  -0.146
C18 -0.241 3.521 2.091  -0.147
N4 -1.131 2.327 2.149  -0.201
C19 -2.550 2.703 1.963  -0.078
C20 -3.309 1.923 0.880  -0.659
O3 -4.508 1.788 0.988  0.072
O4 -2.584 1.498 -0.110  -0.274
H1 -1.019 1.540 5.511  0.089
H2 -2.452 2.196 4.739  0.082
H3 -0.953 3.138 4.788  0.089
H4 0.205 1.441 3.430  0.098
H5 -2.028 -0.090 2.330  0.110
H6 -2.140 -0.120 4.053  0.131
H7 -0.027 -0.945 5.441  0.105
H8 1.161 -0.165 4.386  0.084
H9 1.166 -1.922 4.591  0.091
H10 -1.966 -2.371 4.336  0.103
H11 -0.668 -3.333 3.642  0.093
H12 -1.908 -2.615 2.593  0.091
H13 0.925 -0.410 1.952  0.069
H14 -0.394 -1.306 1.328  0.047
H15 0.612 -3.349 1.665  0.129
H16 2.012 -2.537 2.393  0.080
H17 2.092 -3.145 -0.123  0.142
H18 0.847 -1.955 -0.395  0.087
H19 3.308 1.978 -0.343  0.102
H20 4.231 0.744 0.426  0.132
H21 3.192 0.613 -2.272  0.131
H22 0.422 -0.707 -2.247  0.033
H23 1.914 -1.646 -2.356  0.018
H24 1.500 -0.501 -3.626  0.100
H25 0.283 1.363 -2.265  0.060
H26 1.586 1.938 -3.211  0.134
H27 0.124 3.726 -3.338  0.102
H28 -0.134 4.841 -2.001  0.097
H29 -0.970 3.282 -2.026  0.088
H30 2.585 4.206 -2.749  0.100
H31 3.283 3.606 -1.249  0.080
H32 2.223 5.011 -1.225  0.095
H33 1.632 2.888 0.446  0.076
H34 -0.951 4.195 0.141  0.114
H35 0.523 4.984 0.714  0.137
H36 -0.667 4.342 2.676  0.135
H37 0.719 3.258 2.538  0.119
H38 -2.599 3.750 1.655  0.137
H39 -3.111 2.629 2.892  0.122
C21 -4.031 -1.930 -0.250  -0.294
As1 -2.393 -1.489 -1.209  1.077
C22 -2.049 -3.225 -2.037  -0.313
C23 -3.197 -0.459 -2.700  -0.321
C24 -3.770 -1.313 -3.785  -0.326
C25 -5.093 -1.745 -3.727  -0.057
C26 -5.607 -2.588 -4.702  -0.075
C27 -4.807 -3.009 -5.754  -0.086
C28 -3.491 -2.572 -5.831  -0.079
C29 -2.980 -1.732 -4.854  -0.072
H40 -4.767 -2.343 -0.940  0.022
H41 -4.427 -1.025 0.211  0.021
H42 -3.818 -2.674 0.518  0.016
H43 -2.958 -3.653 -2.460  0.033
H44 -1.653 -3.895 -1.273  0.015
H45 -1.309 -3.125 -2.831  0.018
H46 -2.428 0.213 -3.084  0.062
H47 -3.955 0.159 -2.218  0.076
H48 -5.730 -1.405 -2.919  0.111
H49 -6.639 -2.908 -4.644  0.106
H50 -5.209 -3.661 -6.516  0.104
H51 -2.865 -2.883 -6.656  0.104
H52 -1.952 -1.392 -4.920  0.109
Cl1 3.881 -0.885 2.800  0.844
C30 4.703 -1.541 1.412  -0.530
C31 5.995 -1.987 1.640  -0.093
C32 6.759 -2.443 0.582  -0.049
C33 6.223 -2.444 -0.692  -0.098
C34 4.923 -2.007 -0.896  -0.546
Cl2 4.357 -2.079 -2.532  0.786
C35 4.100 -1.555 0.145  -0.267
N5 2.738 -1.190 -0.046  -0.103
H53 6.392 -1.949 2.643  0.110
H54 7.769 -2.790 0.749  0.119
H55 6.796 -2.788 -1.541  0.109

## Properties
HOMO energy, eV: -10.35
Total charge: +1
Maximum force, eV/A: 0.499
Orbital gap, hartree: 0.2977
Total energy, eV: -143954.2210

=====

[3]
Formula: C35H55N4NiOP2
Source: the OMol25 dataset
Level of theory: wB97M-V/def2-TZVPD

Each line ends with the Löwdin spin population.
Cartesian coordinates (Å):
C1 -0.874 2.896 0.525  0.004
C2 -2.325 1.238 -0.291  0.002
C3 -1.886 3.860 0.438  0.003
C4 -3.348 2.167 -0.488  0.002
C5 -3.123 3.490 -0.090  -0.002
H1 -1.665 4.870 0.763  0.000
H2 -4.286 1.831 -0.939  0.000
H3 -3.921 4.224 -0.204  0.000
N1 -1.165 1.625 0.253  0.062
P1 1.692 1.870 0.205  0.068
P2 -1.593 -1.353 0.583  0.108
C6 0.581 3.207 0.859  0.010
H4 0.854 4.200 0.465  0.002
H5 0.732 3.253 1.951  0.000
C7 -2.391 -0.211 -0.721  0.008
H6 -3.420 -0.513 -0.944  0.000
C8 -1.632 -3.105 -0.179  0.013
C9 -2.853 -1.324 2.004  0.027
C10 1.973 2.391 -1.606  0.006
C11 3.333 2.123 1.122  0.012
C12 -0.234 -3.400 -0.742  0.001
H7 0.549 -3.216 0.006  0.000
H8 -0.203 -4.457 -1.052  0.000
H9 -0.007 -2.776 -1.613  0.000
C13 -1.938 -4.195 0.856  0.001
H10 -1.212 -4.196 1.679  0.000
H11 -2.955 -4.126 1.257  0.000
H12 -1.862 -5.172 0.351  0.000
C14 -2.657 -3.189 -1.316  0.004
H13 -2.620 -4.203 -1.743  0.001
H14 -3.686 -3.010 -0.979  0.000
H15 -2.419 -2.496 -2.131  0.000
C15 -2.289 -2.140 3.188  0.002
H16 -1.201 -2.027 3.277  0.001
H17 -2.734 -1.756 4.117  0.000
H18 -2.537 -3.205 3.127  0.000
C16 -3.039 0.114 2.508  0.000
H19 -2.081 0.568 2.780  0.000
H20 -3.554 0.747 1.777  0.000
H21 -3.656 0.074 3.420  0.000
C17 -4.222 -1.873 1.538  0.009
H22 -4.393 -1.783 0.458  0.001
H23 -4.369 -2.919 1.835  0.000
H24 -5.021 -1.295 2.028  0.002
C18 4.448 1.400 0.359  0.001
H25 5.385 1.522 0.920  0.000
H26 4.245 0.322 0.295  0.000
H27 4.625 1.792 -0.645  0.000
C19 3.235 1.461 2.503  0.001
H28 2.501 1.945 3.156  0.000
H29 2.995 0.397 2.427  0.000
H30 4.219 1.540 2.988  0.000
C20 3.641 3.622 1.339  0.005
H31 2.752 4.199 1.622  0.000
H32 4.353 3.716 2.172  0.001
H33 4.096 4.105 0.469  0.000
C21 0.637 2.806 -2.221  0.000
H34 0.223 3.727 -1.791  0.000
H35 0.769 2.968 -3.302  0.000
H36 -0.097 2.002 -2.096  0.000
C22 2.476 1.142 -2.351  0.000
H37 1.659 0.411 -2.473  0.000
H38 2.839 1.447 -3.344  0.000
H39 3.300 0.641 -1.827  0.000
C23 2.949 3.570 -1.771  0.003
H40 2.632 4.452 -1.197  0.000
H41 3.983 3.321 -1.511  0.000
H42 2.951 3.863 -2.834  0.001
Ni1 0.422 -0.115 0.205  1.468
C24 0.469 -0.012 1.993  0.045
O1 0.338 0.152 3.142  -0.006
N2 -0.168 -0.426 -1.708  0.088
C25 -1.381 -0.329 -1.993  0.008
C26 -1.957 -0.282 -3.464  0.006
C27 -3.478 -0.410 -3.504  0.001
C28 -1.577 1.064 -4.072  0.000
C29 -1.296 -1.413 -4.285  0.000
H43 -3.827 -1.370 -3.110  0.000
H44 -3.962 0.399 -2.945  0.000
H45 -3.820 -0.346 -4.547  0.000
H46 -0.488 1.176 -4.104  0.000
H47 -1.943 1.131 -5.106  0.000
H48 -2.005 1.896 -3.500  0.000
H49 -2.049 -1.988 -4.838  0.000
H50 -0.597 -0.986 -5.014  0.000
H51 -0.722 -2.106 -3.658  0.000
N3 5.818 -2.388 5.071  0.000
C30 5.008 -2.490 4.232  0.000
C31 4.009 -2.533 3.193  0.001
C32 4.348 -2.214 1.875  0.000
C33 3.316 -2.066 0.944  0.002
N4 2.026 -2.192 1.282  0.020
C34 1.714 -2.634 2.502  0.004
C35 2.673 -2.802 3.502  0.001
H52 5.387 -2.060 1.584  0.000
H53 3.547 -1.830 -0.099  0.000
H54 0.670 -2.884 2.707  0.000
H55 2.368 -3.123 4.496  0.000

## Properties
Multiplicity: 3
HOMO energy (alpha / beta), eV: -9.74 / -10.26
Total charge: +1
Maximum force, eV/A: 6.605
Expectation value of S²: 2.02
Orbital gap (alpha / beta), hartree: 0.2454 / 0.2592
Total energy, eV: -104810.1688

=====

[4]
Formula: C35H56BIN2O18P
Source: the OMol25 dataset
Level of theory: wB97M-V/def2-TZVPD

Each line ends with the Löwdin charge.
Cartesian coordinates (Å):
C1 0.899 6.025 3.257  -0.118
C2 0.980 4.666 2.559  -0.260
C3 -0.403 4.190 2.074  -0.139
C4 -1.165 3.208 2.990  -0.255
C5 -0.617 3.162 4.416  -0.044
C6 -1.311 1.786 2.426  -0.365
C7 -2.255 0.988 3.342  -0.090
O1 -2.987 0.039 2.571  -0.144
C8 -4.095 -0.545 3.168  -0.250
O2 -3.918 -1.928 3.342  -0.095
C9 -3.508 -2.584 2.154  -0.182
C10 -3.826 -4.071 2.282  -0.216
O3 -4.967 -4.480 1.537  -0.073
O4 -0.068 1.093 2.437  0.020
B1 0.458 0.980 1.045  -0.877
C11 1.956 1.652 0.965  -0.078
C12 3.126 0.778 1.452  -0.128
C13 3.940 0.167 0.348  -0.458
O5 4.017 0.620 -0.756  0.109
N1 4.640 -1.057 0.657  0.115
C14 5.998 -0.908 1.041  -0.236
C15 6.820 -2.045 0.958  -0.031
C16 8.164 -1.978 1.305  -0.102
C17 8.727 -0.780 1.759  -0.114
C18 7.902 0.346 1.849  -0.092
C19 6.553 0.289 1.503  -0.023
P1 0.454 -0.880 0.366  0.874
N2 1.254 -2.002 1.201  -0.298
O6 -0.526 1.715 0.199  -0.038
C20 -1.700 1.630 0.956  -0.373
C21 -2.913 2.375 0.405  -0.575
I1 -4.207 1.026 -0.689  0.901
C22 -2.641 3.601 -0.454  -0.299
C23 -1.885 3.360 -1.760  -0.115
H1 0.021 6.105 3.889  0.060
H2 1.793 6.283 3.817  0.065
H3 0.776 6.790 2.493  0.068
H4 1.588 4.812 1.670  0.102
H5 1.490 3.921 3.156  0.094
H6 -0.295 3.790 1.074  0.097
H7 -1.007 5.092 1.977  0.105
H8 -2.191 3.577 3.069  0.132
H9 0.167 2.411 4.465  0.092
H10 -1.387 2.852 5.118  0.075
H11 -0.266 4.127 4.753  0.063
H12 -1.644 0.482 4.084  0.145
H13 -2.960 1.642 3.861  0.125
H14 -4.951 -0.392 2.502  0.124
H15 -4.293 -0.139 4.156  0.134
H16 -4.026 -2.176 1.285  0.118
H17 -2.438 -2.463 2.001  0.116
H18 -2.965 -4.669 1.985  0.109
H19 -4.056 -4.263 3.323  0.117
H20 -4.853 -4.161 0.638  0.049
H21 1.899 2.510 1.626  0.065
H22 2.164 2.042 -0.029  0.099
H23 2.815 0.000 2.139  0.105
H24 3.826 1.409 2.009  0.111
H25 4.660 -1.561 -0.226  0.109
H26 6.405 -2.983 0.625  0.107
H27 8.798 -2.848 1.234  0.092
H28 9.766 -0.730 2.034  0.085
H29 8.334 1.275 2.189  0.094
H30 5.942 1.170 1.593  0.097
H31 0.870 -0.798 -0.986  -0.002
H32 -0.927 -1.236 0.246  -0.021
H33 1.959 -2.412 0.606  -0.102
H34 -1.991 0.581 0.921  0.067
H35 -3.527 2.675 1.246  0.079
H36 -2.122 4.369 0.108  0.092
H37 -3.613 4.026 -0.707  0.087
H38 -2.000 4.214 -2.421  0.073
H39 -2.157 2.433 -2.248  0.019
H40 -0.825 3.283 -1.546  0.069
C24 2.662 -0.132 -4.099  -0.100
C25 2.228 -1.553 -4.403  -0.113
O7 0.981 -1.641 -3.709  0.035
C26 0.490 -0.385 -3.552  -0.590
O8 -0.583 -0.143 -3.107  0.139
O9 1.407 0.534 -3.914  0.073
H41 3.219 0.331 -4.908  0.130
H42 3.235 -0.058 -3.173  0.119
H43 2.049 -1.716 -5.468  0.128
H44 2.919 -2.305 -4.032  0.124
C27 1.233 -5.965 -0.729  -0.105
C28 1.741 -5.589 0.648  -0.109
O10 2.801 -4.681 0.340  0.055
C29 2.559 -4.144 -0.868  -0.596
O11 3.132 -3.201 -1.311  0.140
O12 1.554 -4.797 -1.494  0.043
H45 0.165 -6.155 -0.762  0.125
H46 1.767 -6.819 -1.152  0.130
H47 0.995 -5.060 1.243  0.127
H48 2.120 -6.436 1.213  0.130
C30 -5.270 1.744 -5.258  -0.114
C31 -4.089 2.330 -4.516  -0.134
O13 -3.735 3.445 -5.350  0.063
C32 -4.825 3.809 -6.058  -0.579
O14 -4.911 4.795 -6.716  0.154
O15 -5.814 2.891 -5.922  0.054
H49 -6.011 1.296 -4.600  0.130
H50 -4.972 1.013 -6.012  0.130
H51 -4.357 2.695 -3.525  0.090
H52 -3.253 1.641 -4.424  0.128
C33 -1.356 -3.939 -2.903  -0.104
C34 -2.030 -2.736 -2.284  -0.107
O16 -3.267 -3.300 -1.803  0.058
C35 -3.091 -4.620 -1.617  -0.573
O17 -3.865 -5.340 -1.070  0.151
O18 -1.906 -5.024 -2.135  0.050
H53 -0.276 -3.916 -2.815  0.106
H54 -1.632 -4.081 -3.950  0.133
H55 -1.468 -2.325 -1.440  0.093
H56 -2.218 -1.940 -2.994  0.117

## Properties
HOMO energy, eV: -4.37
Total charge: -1
Maximum force, eV/A: 1.592
Orbital gap, hartree: 0.2363
Total energy, eV: -95107.4911